[1]
The following is a DFT calculation (ωB97M-V/def2-TZVPD) of a structure of composition C21H30AsMgN8O5Se2 at a distorted geometry.

The calculated total energy comes out at -8871.31213 a.u. The value obtained for the LUMO energy is 2.1158 eV.

The geometry in ORCA input format:
```
! RIJCOSX wB97M-V def2-TZVPD def2/J DEFGRID3
* xyz -1 1
Mg -0.41 0.10 -0.20
O -4.15 -0.75 -1.43
C -3.02 -0.34 -1.24
N -2.33 -0.14 -0.11
C -2.80 -0.33 1.14
O -3.83 -0.88 1.50
C -1.88 0.34 2.12
C -2.28 0.50 3.45
C -1.47 1.20 4.31
C -0.31 1.80 3.80
C -0.05 1.66 2.45
N -0.81 0.96 1.63
C -2.20 0.17 -2.41
C -2.57 -0.11 -3.72
C -1.87 0.48 -4.76
C -0.84 1.35 -4.45
C -0.53 1.55 -3.11
N -1.18 0.96 -2.12
H -3.19 0.02 3.77
H -1.72 1.30 5.36
H 0.35 2.38 4.44
H 0.81 2.13 1.99
H -3.40 -0.79 -3.89
H -2.12 0.27 -5.79
H -0.27 1.85 -5.22
H 0.27 2.21 -2.81
O 0.66 -5.39 -0.89
C 0.15 -4.79 0.28
C -1.23 -4.13 0.08
C -2.27 -5.20 -0.35
O -2.45 -6.24 0.57
C -1.73 -3.52 1.38
Se -0.58 -2.21 2.26
C -1.20 -3.13 -1.08
Se 0.42 -2.07 -1.43
H 0.82 -4.67 -1.52
H 0.83 -4.02 0.67
H 0.09 -5.59 1.03
H -1.96 -5.61 -1.33
H -3.24 -4.72 -0.46
H -1.59 -6.64 0.74
H -1.89 -4.32 2.12
H -2.68 -3.01 1.21
H -2.00 -2.41 -0.95
H -1.38 -3.66 -2.02
N 2.83 -0.52 5.11
N 2.74 -0.62 3.75
N 2.45 -1.73 3.13
C 2.44 -1.37 1.87
N 2.75 -0.07 1.73
N 2.94 0.40 2.92
H 3.79 -0.40 5.42
H 2.24 0.23 5.45
H 2.20 -2.02 1.05
C 3.74 -0.42 -1.04
As 2.76 1.20 -0.63
C 3.05 2.16 -2.33
C 3.61 2.51 0.56
O 1.17 1.11 -0.42
H 4.66 -0.18 -1.59
H 3.07 -1.01 -1.67
H 3.98 -1.00 -0.15
H 4.11 2.31 -2.55
H 2.56 3.13 -2.30
H 2.60 1.56 -3.13
H 4.60 2.77 0.20
H 3.65 2.16 1.59
H 2.96 3.40 0.51
*
```

Partial atomic charges computed with the Mulliken method, in multiples of e: -0.071 -0.725 0.241 0.642 -0.315 -0.712 0.737 -1.132 -0.321 -0.775 -0.033 0.550 0.636 -0.827 -0.309 -0.758 -0.288 -0.175 0.502 0.405 0.527 0.284 0.459 0.427 0.398 0.586 -0.663 -1.003 2.651 -1.276 -0.567 -1.828 -0.167 -1.397 -0.490 0.387 -0.086 0.616 0.443 0.416 0.400 0.572 0.443 -0.054 0.525 -0.868 1.084 -0.618 -0.429 0.300 -0.860 0.246 0.265 0.357 -1.038 1.131 -1.387 -1.212 -0.072 0.430 0.232 0.342 0.405 0.378 0.365 0.416 0.339 0.323

[2]
The following is a DFT calculation (ωB97M-V/def2-TZVPD) of a cluster of 6 separate species, C38H75FN3O5PS in total at a distorted geometry.

The calculated total energy comes out at -2872.08787 a.u. The value obtained for the LUMO energy is 0.1753 eV. As for the structure (SMILES): C=CC[C@@](C#N)([PH2]=S)[C@@](C#N)(CCCF)CCCCn1cccc1.CCOCC.CCOCC.CCOCC.CCOCC.CCOCC.

The geometry in ORCA input format:
```
! RIJCOSX wB97M-V def2-TZVPD def2/J DEFGRID3
* xyz 0 1
C 4.66 -3.72 3.05
C 5.29 -3.03 1.88
C 6.24 -1.70 2.00
C 5.65 -0.36 1.26
C 6.93 0.61 0.93
N 7.95 1.39 0.75
P 4.90 -0.84 -0.47
S 6.33 -1.06 -1.79
C 4.42 0.40 2.07
C 3.06 -0.49 1.67
N 2.01 -1.12 1.19
C 4.53 0.30 3.71
C 5.92 0.86 4.36
C 5.83 2.44 4.89
F 5.73 2.41 6.39
C 4.25 1.95 1.58
C 2.70 2.51 1.57
C 2.02 2.69 3.05
C 1.00 1.49 3.51
N -0.10 1.16 2.52
C -0.73 1.93 1.38
C -1.87 0.89 0.75
C -1.84 -0.50 1.66
C -0.68 -0.24 2.79
H 4.63 -3.11 4.07
H 4.24 -4.82 3.01
H 5.09 -3.53 0.82
H 7.26 -1.96 1.44
H 6.52 -1.57 3.13
H 4.06 0.26 -0.90
H 4.08 -2.02 -0.42
H 3.65 0.80 4.29
H 4.47 -0.86 3.99
H 6.10 0.23 5.35
H 6.88 0.71 3.71
H 4.92 3.03 4.44
H 6.86 2.96 4.61
H 4.85 2.70 2.28
H 4.67 2.16 0.49
H 2.77 3.61 1.12
H 2.00 1.93 0.79
H 2.83 2.80 3.89
H 1.42 3.72 3.04
H 0.45 1.88 4.50
H 1.54 0.49 3.83
H -0.42 3.01 1.03
H -2.58 1.09 -0.19
H -2.46 -1.49 1.56
H -0.29 -0.91 3.67
C -6.60 2.83 -3.10
C -5.95 2.94 -1.74
O -4.52 2.89 -1.78
C -3.88 3.92 -2.53
C -4.18 5.32 -2.01
H -6.29 1.91 -3.61
H -7.69 2.82 -3.01
H -6.32 3.66 -3.75
H -6.27 2.08 -1.13
H -6.28 3.83 -1.21
H -4.13 3.83 -3.59
H -2.80 3.74 -2.45
H -5.24 5.56 -2.08
H -3.63 6.07 -2.60
H -3.88 5.41 -0.96
C -0.63 -1.08 8.68
C 0.59 -0.97 7.78
O 0.54 0.14 6.89
C 0.46 1.43 7.48
C 1.63 1.76 8.38
H -1.55 -1.15 8.08
H -0.56 -1.97 9.32
H -0.73 -0.21 9.34
H 0.65 -1.87 7.16
H 1.51 -0.94 8.37
H -0.49 1.54 8.02
H 0.43 2.15 6.66
H 1.70 1.07 9.23
H 1.54 2.77 8.78
H 2.57 1.68 7.82
C -11.04 2.40 -6.79
C -10.53 2.66 -5.39
O -9.70 3.82 -5.29
C -10.29 5.06 -5.67
C -11.51 5.43 -4.83
H -10.20 2.29 -7.49
H -11.63 1.48 -6.82
H -11.66 3.21 -7.16
H -9.92 1.81 -5.06
H -11.36 2.73 -4.67
H -10.53 5.05 -6.73
H -9.52 5.83 -5.53
H -12.31 4.70 -4.94
H -11.90 6.41 -5.13
H -11.24 5.47 -3.77
C 1.16 -4.12 0.38
C 0.88 -3.72 -1.05
O 1.91 -4.08 -1.96
C 2.20 -5.48 -2.06
C 1.02 -6.31 -2.53
H 2.10 -3.69 0.73
H 0.35 -3.78 1.04
H 1.24 -5.21 0.49
H 0.79 -2.63 -1.10
H -0.09 -4.12 -1.40
H 2.60 -5.85 -1.12
H 3.01 -5.57 -2.80
H 0.18 -6.26 -1.82
H 1.30 -7.36 -2.63
H 0.65 -5.95 -3.50
C 3.10 -2.90 -5.17
C 3.98 -3.34 -6.33
O 4.26 -4.73 -6.33
C 3.14 -5.61 -6.43
C 2.32 -5.41 -7.69
H 3.56 -3.17 -4.21
H 2.95 -1.82 -5.19
H 2.12 -3.38 -5.20
H 4.94 -2.82 -6.25
H 3.54 -3.04 -7.29
H 2.52 -5.52 -5.53
H 3.54 -6.63 -6.42
H 1.89 -4.41 -7.74
H 1.50 -6.14 -7.73
H 2.95 -5.54 -8.58
*
```

Mulliken population analysis, charges in e, atoms 1 to 99: -0.770 -0.174 -0.439 0.855 -0.199 -0.589 0.336 -0.361 1.705 -0.998 -0.400 -0.033 -0.766 -0.058 -0.368 -0.565 -0.809 -0.512 -0.169 0.401 -0.256 -0.457 -0.546 -0.252 0.171 0.263 0.357 0.445 0.303 0.150 -0.065 -0.230 -0.118 0.327 0.338 0.104 0.269 0.201 0.410 0.357 0.373 0.104 0.387 -0.042 0.106 0.321 0.270 0.306 0.275 -0.844 -0.496 -0.371 -0.321 -1.068 0.296 0.316 0.235 0.349 0.319 0.292 0.356 0.253 0.389 0.296 -1.100 -0.354 -0.281 -0.233 -1.108 0.301 0.392 0.268 0.304 0.331 0.297 0.287 0.276 0.399 0.261 -1.075 -0.313 -0.381 -0.332 -1.032 0.301 0.382 0.262 0.311 0.321 0.301 0.325 0.258 0.390 0.282 -0.877 -0.488 -0.381 -0.306 -1.268

[3]
The following is a DFT calculation (ωB97M-V/def2-TZVPD) of a structure of composition C43H56CaClN5O3S2.

The calculated total energy comes out at -4106.01839 a.u. The value obtained for the LUMO energy is 3.3177 eV.

The geometry in ORCA input format:
```
! RIJCOSX wB97M-V def2-TZVPD def2/J DEFGRID3
* xyz -2 1
Ca 1.88 -1.55 -0.09
C -1.57 -1.64 -1.75
N -0.96 -2.68 -0.93
C -1.74 -2.97 0.26
C -1.69 -1.83 1.26
N -0.44 -1.80 2.01
C -0.34 -0.56 2.76
C -0.32 -2.95 2.89
C -1.21 -3.05 3.96
C -1.14 -4.09 4.88
C -0.16 -5.06 4.70
C 0.71 -4.98 3.63
C 0.66 -3.94 2.67
S 1.73 -4.01 1.31
C -0.57 -3.83 -1.69
C -1.25 -5.03 -1.57
C -0.88 -6.15 -2.31
C 0.18 -6.05 -3.19
C 0.87 -4.85 -3.31
C 0.53 -3.71 -2.57
S 1.49 -2.25 -2.75
H -1.20 -1.71 -2.77
H -1.32 -0.65 -1.38
H -2.67 -1.75 -1.75
H -1.34 -3.86 0.74
H -2.80 -3.16 0.00
H -2.55 -1.91 1.94
H -1.78 -0.87 0.73
H -1.25 -0.35 3.35
H -0.16 0.27 2.09
H 0.51 -0.61 3.44
H -1.96 -2.28 4.10
H -1.84 -4.15 5.70
H -0.07 -5.88 5.40
H 1.48 -5.73 3.49
H -2.09 -5.11 -0.89
H -1.41 -7.09 -2.18
H 0.50 -6.91 -3.77
H 1.72 -4.77 -3.97
C 4.46 -1.08 -3.24
C 4.99 -1.80 -2.16
C 4.87 -1.00 -1.00
C 4.25 0.22 -1.38
C 3.98 0.15 -2.76
C 3.27 1.17 -3.61
C 4.14 1.45 -0.52
C 5.47 -1.29 0.35
C 5.55 -3.19 -2.24
C 4.33 -1.57 -4.65
H 3.92 1.61 -4.38
H 2.88 1.99 -3.01
H 2.42 0.73 -4.14
H 5.13 1.80 -0.18
H 3.54 1.32 0.38
H 3.70 2.28 -1.08
H 6.47 -0.86 0.48
H 5.56 -2.37 0.53
H 4.85 -0.90 1.16
H 6.33 -3.27 -3.01
H 4.79 -3.94 -2.48
H 6.01 -3.49 -1.29
H 4.63 -0.80 -5.38
H 3.31 -1.87 -4.89
H 4.97 -2.44 -4.83
C -3.45 5.50 1.15
C -2.20 5.25 0.28
C -2.65 4.58 -1.02
C -1.59 6.61 -0.09
C -1.16 4.41 1.09
O -0.72 5.21 2.20
C -1.64 3.08 1.71
C -2.25 1.96 0.86
C -3.76 1.81 0.87
C -4.50 1.92 2.04
C -5.88 1.74 2.05
C -6.52 1.44 0.86
Cl -8.26 1.23 0.86
C -5.81 1.30 -0.31
C -4.44 1.48 -0.30
C 0.17 4.18 0.33
N 0.32 2.92 -0.35
C 0.90 1.81 0.12
N 0.84 0.86 -0.79
C 0.20 1.45 -1.82
N -0.14 2.70 -1.61
H -4.17 6.08 0.57
H -3.22 6.09 2.04
H -3.93 4.58 1.44
H -3.17 5.32 -1.63
H -3.35 3.77 -0.84
H -1.82 4.19 -1.60
H -2.39 7.29 -0.39
H -0.92 6.52 -0.94
H -1.05 7.05 0.74
H -1.44 5.27 2.83
H -2.32 3.34 2.53
H -0.75 2.68 2.20
H -1.86 1.02 1.25
H -1.91 2.01 -0.17
H -4.00 2.13 2.98
H -6.44 1.82 2.97
H -6.33 1.04 -1.23
H -3.88 1.37 -1.22
H 0.94 4.20 1.11
H 0.39 4.98 -0.37
H 1.36 1.75 1.10
H 0.02 0.95 -2.76
O 2.22 1.49 2.79
C 2.86 0.46 2.53
O 2.53 -0.46 1.73
H 3.83 0.31 3.05
*
```

Mulliken population analysis, charges in e, atoms 1 to 99: 0.739 -0.481 1.974 -2.295 1.092 1.963 -0.813 -1.321 -0.302 -0.941 -0.462 -0.642 1.059 -0.432 -0.836 -0.200 -0.933 -0.474 -0.832 0.381 -0.196 0.534 -0.470 0.168 0.616 0.410 0.215 -1.041 0.389 -0.339 0.413 0.183 0.367 0.341 0.410 0.340 0.343 0.350 0.406 0.119 1.115 -0.374 1.556 0.623 -1.832 -1.073 -1.298 -1.744 -1.384 0.433 0.307 0.121 0.290 -0.119 0.374 0.264 0.339 0.053 0.332 0.182 0.425 0.359 0.149 0.384 -2.012 2.123 -1.750 -1.974 2.682 -0.743 -2.622 2.150 -0.163 -0.319 -0.979 0.380 -0.254 -1.004 -0.082 -2.798 1.437 -1.164 1.641 -1.506 -0.921 0.502 0.380 0.360 0.624 0.313 0.173 0.499 0.376 0.372 0.551 1.490 -0.371 -1.348 0.556